Entry 1:
{
  "formula": "C17H37BrO6P2S",
  "method": "ωB97M-V/def2-TZVPD",
  "total_energy_ev": -129970.8763,
  "gap_ev": 8.923,
  "homo_energy_ha": -0.3064,
  "smiles": "CCOCCP(Br)(CCOC(C)=O)(CCP(=O)(OCC)OCC)CSCC",
  "symbols": ["C", "C", "O", "C", "C", "P", "Br", "C", "C", "O", "C", "C", "O", "C", "C", "P", "O", "O", "C", "C", "O", "C", "C", "C", "S", "C", "C", "H", "H", "H", "H", "H", "H", "H", "H", "H", "H", "H", "H", "H", "H", "H", "H", "H", "H", "H", "H", "H", "H", "H", "H", "H", "H", "H", "H", "H", "H", "H", "H", "H", "H", "H", "H", "H"],
  "xyz": [[-4.982, 1.623, 0.191], [-4.283, 2.625, 1.114], [-2.928, 2.795, 0.714], [-2.002, 2.285, 1.644], [-0.598, 2.382, 1.064], [0.241, 0.865, 0.405], [-1.817, 0.003, -0.477], [0.893, 0.956, -1.332], [1.495, 2.294, -1.708], [0.919, 2.662, -2.987], [1.406, 3.826, -3.491], [1.497, 3.802, -4.991], [1.733, 4.793, -2.786], [0.564, -0.700, 1.344], [-0.617, -1.414, 2.059], [-1.089, -3.015, 1.389], [-2.486, -3.355, 1.687], [-0.023, -3.963, 2.120], [-0.282, -5.385, 2.051], [-0.348, -5.953, 3.473], [-0.693, -3.045, -0.149], [-1.284, -4.076, -0.967], [-1.883, -3.427, -2.207], [1.909, 1.576, 1.136], [3.419, 0.714, 0.613], [4.594, 2.026, 0.138], [5.529, 1.436, -0.916], [-4.459, 1.662, -0.756], [-4.872, 0.622, 0.591], [-6.027, 1.870, 0.049], [-4.765, 3.589, 0.981], [-4.353, 2.325, 2.155], [-2.031, 2.945, 2.517], [-2.273, 1.293, 1.998], [0.038, 2.781, 1.844], [-0.633, 3.126, 0.273], [1.566, 0.128, -1.509], [0.059, 0.801, -1.998], [2.566, 2.242, -1.857], [1.240, 3.081, -1.011], [2.500, 3.496, -5.262], [1.223, 4.760, -5.407], [0.817, 3.049, -5.372], [1.346, -0.548, 2.072], [0.979, -1.393, 0.616], [-0.276, -1.680, 3.056], [-1.498, -0.805, 2.187], [0.571, -5.812, 1.540], [-1.204, -5.603, 1.533], [0.557, -6.495, 3.716], [-0.437, -5.131, 4.170], [-1.214, -6.598, 3.555], [-2.075, -4.595, -0.445], [-0.482, -4.738, -1.274], [-1.358, -2.513, -2.455], [-2.925, -3.186, -2.037], [-1.821, -4.101, -3.054], [2.018, 2.637, 0.930], [1.860, 1.505, 2.220], [5.174, 2.286, 1.014], [4.039, 2.876, -0.237], [6.513, 1.881, -0.834], [5.644, 0.373, -0.729], [5.115, 1.541, -1.911]],
  "mulliken_charge": [-1.03, -0.34, -0.35, -0.71, -0.94, 0.92, -0.51, -1.07, -0.40, -0.39, 0.79, -1.08, -0.59, -1.01, -0.63, 0.88, -0.83, -0.40, -0.17, -1.17, -0.13, -0.23, -1.19, -2.06, -0.16, -0.31, -1.16, 0.23, 0.24, 0.40, 0.38, 0.32, 0.49, 0.25, 0.64, 0.33, 0.43, 0.78, 0.20, 0.39, 0.27, 0.34, 0.32, 0.74, 0.58, 0.63, -0.03, 0.35, 0.24, 0.32, 0.30, 0.32, 0.37, 0.31, 0.16, 0.32, 0.40, 0.63, 0.91, 0.49, 0.28, 0.37, 0.31, 0.26]
}



Entry 2:
{
  "formula": "C17H37CdNSi4",
  "method": "ωB97M-V/def2-TZVPD",
  "total_energy_ev": -55791.6428,
  "charge": -2,
  "gap_ev": 4.443,
  "homo_energy_ha": 0.0227,
  "symbols": ["C", "C", "C", "C", "C", "Cd", "C", "C", "C", "N", "H", "H", "H", "H", "H", "H", "H", "H", "H", "H", "C", "Si", "C", "C", "Si", "Si", "C", "C", "C", "Si", "C", "C", "C", "H", "H", "H", "H", "H", "H", "H", "H", "H", "H", "H", "H", "H", "H", "H", "H", "H", "H", "H", "H", "H", "H", "H", "H", "H", "H", "H"],
  "xyz": [[-0.002, -1.382, -3.995], [-1.325, -1.478, -3.473], [-1.251, -2.135, -2.212], [0.117, -2.425, -1.945], [0.891, -1.958, -3.049], [-0.062, -0.067, -2.041], [-1.060, 1.545, -2.977], [0.335, 1.808, -3.463], [0.682, 2.375, -4.654], [1.250, 1.240, -2.541], [-2.091, -2.337, -1.545], [-2.231, -1.113, -3.957], [0.509, -2.896, -1.041], [1.977, -2.016, -3.143], [0.282, -0.879, -4.922], [-1.835, 1.557, -3.754], [2.236, 1.366, -2.778], [-1.322, 2.179, -2.110], [-0.081, 2.817, -5.301], [1.732, 2.467, -4.956], [3.346, 0.341, 0.313], [1.860, 1.137, 1.123], [2.151, 1.217, 2.962], [1.769, 2.890, 0.484], [0.009, -0.060, 0.623], [0.135, -2.059, 1.765], [0.012, -1.889, 3.627], [-1.260, -3.226, 1.315], [1.791, -2.903, 1.526], [-1.915, 0.990, 1.226], [-2.312, 0.855, 3.042], [-1.905, 2.827, 0.888], [-3.312, 0.208, 0.267], [4.252, 0.938, 0.545], [3.200, 0.307, -0.784], [3.490, -0.688, 0.686], [3.046, 1.843, 3.162], [1.266, 1.663, 3.462], [2.342, 0.202, 3.349], [1.599, 2.899, -0.608], [0.957, 3.441, 0.988], [2.727, 3.402, 0.706], [-0.970, -1.502, 3.934], [0.130, -2.895, 4.079], [0.805, -1.232, 4.022], [-1.231, -3.516, 0.252], [-1.166, -4.148, 1.924], [-2.232, -2.744, 1.540], [2.039, -3.076, 0.464], [2.580, -2.277, 1.983], [1.776, -3.878, 2.055], [-1.464, 1.243, 3.645], [-3.221, 1.450, 3.257], [-2.532, -0.196, 3.293], [-1.670, 3.049, -0.165], [-2.906, 3.239, 1.128], [-1.166, 3.316, 1.549], [-3.126, 0.328, -0.820], [-3.374, -0.871, 0.513], [-4.267, 0.701, 0.538]],
  "mulliken_charge": [-0.67, -0.73, -0.35, -0.06, -0.88, 1.46, -0.90, 0.68, -1.27, -0.29, 0.26, 0.42, 0.07, 0.36, 0.35, 0.37, 0.02, -0.16, 0.30, 0.27, -0.98, 0.30, -1.10, -0.87, 0.41, 0.20, -1.14, -1.11, -1.23, 0.32, -1.14, -1.03, -0.95, 0.36, 0.13, 0.21, 0.35, 0.20, 0.16, 0.12, 0.22, 0.36, 0.25, 0.35, 0.17, 0.34, 0.41, 0.23, 0.35, 0.25, 0.38, 0.22, 0.35, 0.18, 0.29, 0.32, 0.19, 0.14, 0.15, 0.37]
}



Entry 3:
{
  "formula": "C17H37N5O13P",
  "method": "ωB97M-V/def2-TZVPD",
  "total_energy_ev": -61568.3340,
  "charge": -1,
  "gap_ev": 4.858,
  "homo_energy_ha": -0.1242,
  "symbols": ["O", "C", "C", "O", "C", "O", "C", "P", "C", "C", "C", "C", "C", "C", "C", "C", "H", "H", "H", "H", "H", "H", "H", "H", "H", "H", "H", "H", "H", "H", "H", "H", "H", "H", "H", "H", "H", "H", "C", "N", "O", "O", "H", "H", "H", "C", "N", "O", "O", "H", "H", "H", "C", "N", "O", "O", "H", "H", "H", "C", "N", "O", "O", "H", "H", "H", "C", "N", "O", "O", "H", "H", "H"],
  "xyz": [[4.519, -1.403, 1.094], [3.344, -2.110, 1.437], [2.539, -2.545, 0.221], [2.466, -1.515, -0.743], [1.133, -1.112, -0.998], [0.728, -0.274, 0.017], [-0.290, 0.672, -0.348], [-1.822, 0.485, 0.823], [-3.382, 0.366, 1.945], [-4.695, 0.424, 1.160], [-5.290, -0.945, 0.910], [-4.495, -2.093, 0.853], [-5.067, -3.345, 0.650], [-6.446, -3.466, 0.504], [-7.237, -2.320, 0.527], [-6.672, -1.067, 0.724], [4.276, -0.484, 0.974], [2.690, -1.527, 2.088], [3.637, -3.000, 1.990], [3.024, -3.418, -0.229], [1.557, -2.865, 0.571], [0.502, -2.007, -1.070], [1.139, -0.628, -1.979], [-0.644, 0.514, -1.368], [0.084, 1.699, -0.280], [-2.103, 1.942, 0.672], [-2.659, 0.141, -0.361], [-1.466, -0.916, 1.003], [-0.967, 0.799, 2.002], [-3.368, 1.237, 2.607], [-3.343, -0.501, 2.603], [-5.419, 1.000, 1.741], [-4.571, 0.951, 0.211], [-3.425, -2.001, 0.976], [-4.415, -4.207, 0.638], [-6.893, -4.439, 0.354], [-8.310, -2.391, 0.401], [-7.285, -0.178, 0.756], [4.160, 0.597, -2.766], [3.597, 1.654, -3.649], [3.098, 1.310, -4.707], [3.673, 2.797, -3.261], [4.020, -0.365, -3.244], [5.214, 0.820, -2.631], [3.628, 0.636, -1.819], [-2.906, -2.886, 4.670], [-1.733, -3.161, 3.794], [-0.986, -4.075, 4.107], [-1.609, -2.447, 2.828], [-2.895, -3.589, 5.493], [-2.812, -1.867, 5.020], [-3.798, -3.001, 4.060], [5.219, 2.569, -6.817], [6.373, 2.340, -7.727], [7.152, 1.450, -7.454], [6.468, 3.073, -8.693], [5.268, 1.854, -6.007], [5.305, 3.584, -6.446], [4.311, 2.436, -7.396], [-4.657, -0.460, 8.743], [-4.665, -0.786, 7.290], [-4.236, -1.872, 6.952], [-5.099, 0.060, 6.544], [-4.243, -1.304, 9.281], [-4.046, 0.428, 8.872], [-5.684, -0.269, 9.037], [7.417, 6.146, -5.860], [6.967, 5.497, -4.597], [7.447, 5.890, -3.557], [6.144, 4.611, -4.705], [8.144, 6.909, -5.613], [7.853, 5.372, -6.487], [6.539, 6.575, -6.334]],
  "mulliken_charge": [-0.56, -0.57, -0.26, -0.34, -0.42, 0.05, -1.19, 0.04, -0.87, -0.98, 0.58, 0.02, -0.81, -0.41, -0.44, -0.58, 0.32, 0.25, 0.37, 0.34, 0.29, 0.35, 0.34, 0.47, 0.33, -0.05, -0.22, -0.43, -0.12, 0.51, 0.21, 0.45, 0.38, 0.47, 0.40, 0.36, 0.34, 0.39, -0.78, 0.98, -0.55, -0.53, 0.31, 0.34, 0.25, -0.83, 0.88, -0.62, -0.39, 0.36, 0.27, 0.29, -0.52, 0.90, -0.54, -0.56, 0.20, 0.22, 0.31, -0.72, 0.85, -0.50, -0.50, 0.31, 0.29, 0.28, -0.75, 0.88, -0.53, -0.52, 0.32, 0.28, 0.27]
}